56
Properties=species:S:1:pos:R:3:mulliken_spin:R:1 method="wB97M-V/def2-TZVPD" spin_multiplicity=8 homo_ev="-1.934 / -3.389" total_energy_ev=-63564.2289 total_charge=-1 de_lowest_ev=8.033 orbital_gap_ev="4.47 / 3.81"
H 2.12 -2.78 1.15 0.01
H -0.97 0.25 -3.40 0.00
C -1.19 -0.74 -2.99 -0.01
H -3.07 -2.23 3.22 0.00
H -3.49 1.97 2.28 0.00
C 2.34 -1.84 -2.90 0.09
H -0.98 -2.52 -0.97 0.01
C 1.27 2.65 -1.69 0.35
H -0.27 -1.32 -3.01 0.01
C -2.82 -0.45 0.97 0.00
C -3.30 -0.21 2.39 0.01
C -2.93 1.22 2.82 -0.05
C 2.93 -1.41 -4.09 -0.01
Eu 0.23 0.86 0.61 4.14
H -1.92 -2.36 1.29 0.00
O 0.67 4.85 -0.95 0.07
C 1.87 -2.09 1.94 -0.04
C 2.41 2.26 -3.77 0.35
C 1.18 -0.23 4.06 0.08
H -1.87 1.40 2.64 0.03
C 1.84 3.14 -2.86 -0.14
C -3.06 0.53 0.02 0.00
H -3.66 1.39 0.28 0.00
H -3.02 -0.95 4.42 0.00
C -2.73 -1.21 3.41 0.00
C 2.40 0.89 -3.50 -0.08
H 0.95 0.42 4.89 -0.01
C 1.79 -0.90 -2.02 0.05
N 1.26 -0.96 1.55 0.13
C 2.16 -2.36 3.27 0.09
H -3.10 1.38 3.89 0.00
H 2.31 -2.89 -2.65 0.02
H -4.39 -0.31 2.38 0.00
H -1.64 -1.22 3.37 0.00
H 2.65 -3.29 3.53 0.00
S -0.09 2.05 3.01 1.01
H -2.69 1.24 -1.96 0.00
H 2.26 1.31 0.92 0.48
H 2.86 2.65 -4.68 0.03
H 3.42 0.28 -5.31 0.00
C -1.75 -0.64 -1.62 0.00
C 0.65 3.61 -0.68 -0.03
H 2.07 -1.71 5.33 -0.01
H 1.33 -1.23 -1.09 0.00
C 2.96 -0.05 -4.39 0.12
C 1.80 0.46 -2.30 0.04
O 0.15 3.08 0.36 0.00
N 1.26 1.31 -1.42 0.18
C -2.52 0.45 -1.25 0.01
C 1.82 -1.45 4.30 -0.08
C 0.86 0.11 2.75 0.17
H 3.36 -2.13 -4.77 0.01
H -1.91 -1.22 -3.66 0.00
H 1.84 4.21 -3.05 -0.02
C -1.56 -1.66 -0.69 0.01
C -2.08 -1.56 0.59 0.00


72
Properties=species:S:1:pos:R:3:mulliken_spin:R:1 method="wB97M-V/def2-TZVPD" spin_multiplicity=2 homo_ev="-10.559 / -10.604" total_energy_ev=-86161.2834 total_charge=+1 de_lowest_ev=0.000 orbital_gap_ev="7.16 / 6.14"
H 0.32 1.88 1.36 -0.01
F -1.70 -2.54 0.07 0.00
H -3.27 -0.47 -1.79 0.00
F 1.18 1.33 6.03 -0.01
H -4.51 0.48 -0.97 0.00
F -3.67 -5.61 -2.82 0.00
F -2.68 -4.24 -4.95 0.00
C -2.68 -4.03 -1.38 0.00
C 1.97 0.96 5.04 -0.05
F 3.12 -0.52 6.46 0.02
C 3.19 1.62 0.36 -0.05
N 1.65 0.33 -1.26 -0.03
H -2.80 -0.52 0.45 0.00
H 1.82 2.40 -1.13 -0.01
H 3.26 1.59 -1.74 0.00
H -0.86 4.10 1.01 0.00
C 2.47 1.54 -0.98 0.02
C -3.09 1.66 -2.08 0.00
N 2.30 1.67 1.50 0.52
H -3.36 1.47 -3.12 0.00
F -3.15 -4.66 -0.31 0.00
H 0.57 3.57 0.14 0.00
F 0.85 2.37 3.59 0.01
O 0.02 -0.67 1.14 0.00
O 0.32 -1.44 3.20 0.01
H 3.73 2.57 0.35 0.03
F 0.62 -3.09 0.13 0.00
H -2.27 3.87 -0.89 0.00
F 2.17 -2.99 1.63 0.00
C 2.63 1.11 2.67 0.05
F -1.30 -2.06 -4.67 0.00
H 2.49 -0.94 0.23 0.00
C 0.45 -0.78 -3.13 0.01
H -0.75 4.31 -1.63 0.00
F 4.45 -0.32 2.02 0.01
H -0.04 -0.43 -4.04 0.00
H -1.87 2.63 2.43 0.00
C 3.64 0.15 2.97 0.15
C -1.24 3.55 -1.03 0.00
C -1.67 -2.68 -3.53 0.01
C -3.45 0.44 -1.22 -0.01
N -0.53 -1.03 -2.05 0.06
C 1.47 0.27 -2.72 0.01
C 2.41 -0.88 -0.85 0.02
H 2.43 0.05 -3.21 0.00
H 0.95 -1.72 -3.39 0.01
N -0.57 2.00 0.85 0.02
C 2.97 0.01 5.27 0.20
H 1.16 1.26 -3.05 -0.01
H -3.62 2.56 -1.77 0.00
H -3.24 2.33 0.39 0.00
H -1.43 0.91 2.40 -0.01
H 3.42 -0.85 -1.28 0.00
C 0.84 -2.93 1.44 -0.01
H 3.95 0.85 0.41 0.00
S -1.29 2.03 -2.06 -0.01
H 1.89 -1.77 -1.21 0.00
N -2.61 0.36 0.00 0.01
Re -0.47 0.33 -0.58 -0.03
C -1.35 -2.15 -2.27 -0.01
F 0.28 -3.94 2.09 0.00
C 3.79 -0.39 4.22 -0.05
C -1.91 -2.89 -1.21 -0.01
C 1.82 1.47 3.79 0.12
C -1.70 1.77 1.78 0.01
H -3.77 1.17 1.59 0.00
C -2.93 1.45 0.96 0.01
F 4.72 -1.31 4.44 -0.01
C -2.43 -3.82 -3.72 0.00
C -0.49 3.36 0.28 0.01
C -2.94 -4.52 -2.64 0.00
C 0.34 -1.57 1.99 -0.02


68
Properties=species:S:1:pos:R:3:nbo_charge:R:1 method="wB97M-V/def2-TZVPD" spin_multiplicity=1 homo_ev="-5.551 / -5.551" total_energy_ev=-87638.6015 total_charge=-1 de_lowest_ev=2.333 orbital_gap_ev="5.97 / 5.90"
O 6.85 -2.57 -2.51 -1.00
H -4.98 -0.22 0.38 0.22
S -1.56 1.02 2.09 -0.20
H -2.53 0.81 8.56 0.22
O 9.06 -1.56 -2.24 -1.00
H -1.36 2.75 -1.75 0.50
H -4.20 -2.54 -5.62 0.21
C 7.22 1.58 -0.07 0.07
H -1.23 -1.72 1.43 0.45
C -2.55 -1.65 -2.80 -0.29
O -1.11 -2.19 -0.68 -0.99
S 7.83 -2.00 -1.61 2.40
C 5.85 1.64 0.11 -0.31
C -2.64 -1.07 -5.53 0.01
C 7.05 -0.48 -1.01 0.15
C -2.13 1.12 7.60 -0.19
S -2.53 -2.12 -1.09 2.27
H -1.88 -0.11 -7.30 0.22
C -1.57 0.58 5.32 0.14
O -5.29 1.58 -1.47 -0.68
H -1.16 -2.45 2.98 0.39
H -0.69 2.17 4.18 0.24
C -1.40 -0.41 2.99 0.34
C -2.08 0.21 6.56 -0.24
C -3.46 -2.31 -3.62 -0.18
H 5.40 2.50 0.58 0.21
N -3.08 -0.95 -0.12 -0.84
H -1.42 3.04 -0.29 0.48
N -1.16 -1.60 2.43 -0.76
Pd -1.30 0.19 -0.35 0.98
H -0.92 -0.23 -2.75 0.21
C -3.50 -2.02 -4.98 -0.22
H 1.07 -1.52 -1.19 0.23
C 2.86 1.41 0.42 -0.24
H -2.44 -0.81 6.71 0.21
N 5.72 -0.49 -0.90 -0.44
C -4.37 -0.36 -0.51 -0.38
H 0.87 1.98 0.96 0.21
C -1.73 -0.44 -4.70 -0.21
H -1.73 3.14 8.22 0.22
C 2.98 -0.61 -0.84 -0.17
H -3.64 -0.21 -7.23 0.22
C 5.13 0.55 -0.34 0.19
H -0.81 3.79 6.01 0.22
C -1.68 2.42 7.41 -0.23
H 3.31 2.26 0.91 0.22
O 8.00 -2.71 -0.36 -1.01
H -4.13 -3.04 -3.19 0.24
C -2.71 -0.74 -7.00 -0.63
H -1.61 -1.37 4.74 0.39
H -4.92 -1.01 -1.19 0.22
C -1.11 1.87 5.13 -0.19
C -1.17 2.78 6.17 -0.20
C -4.24 1.01 -1.19 0.77
C -1.68 -0.73 -3.35 -0.18
C 3.64 0.46 -0.25 0.00
O -3.31 -3.31 -0.99 -0.94
H 7.86 2.40 0.24 0.19
C 1.49 1.26 0.45 0.07
N 7.84 0.54 -0.63 -0.41
O -3.04 1.39 -1.39 -0.85
H -2.69 -1.65 -7.61 0.22
H 3.56 -1.36 -1.36 0.27
O -0.78 2.81 -0.98 -0.96
C 1.61 -0.69 -0.76 0.03
N -1.52 -0.45 4.34 -0.58
H -1.04 0.29 -5.11 0.22
N 0.87 0.22 -0.11 -0.51


62
Properties=species:S:1:pos:R:3:nbo_charge:R:1 method="wB97M-V/def2-TZVPD" spin_multiplicity=1 homo_ev=-5.419 total_energy_ev=-64704.8885 total_charge=-1 orbital_gap_ev=6.72
H 14.98 8.53 5.51 0.25
H 15.18 4.59 7.41 0.24
H 12.18 8.81 14.39 0.20
H 7.52 5.68 8.03 0.23
H 6.69 12.19 8.74 0.22
C 11.14 9.19 14.13 -0.44
H 12.12 10.49 12.52 0.25
C 6.03 8.97 9.07 -0.22
H 8.23 9.07 13.26 0.23
C 6.36 6.31 6.38 -0.24
C 6.07 8.80 6.33 -0.19
H 9.36 7.83 14.64 0.22
C 8.07 8.93 11.17 0.81
C 13.70 8.28 7.26 -0.31
C 9.93 8.02 12.49 0.07
C 14.79 5.59 7.45 -0.13
H 5.76 11.35 10.11 0.23
C 5.97 10.13 8.33 -0.02
O 17.18 5.29 5.99 -0.39
O 9.18 12.47 11.34 -0.66
H 5.96 4.69 7.84 0.20
O 10.80 11.11 10.57 -0.91
C 13.29 7.37 8.35 0.47
H 10.84 9.81 14.98 0.22
C 11.21 9.87 12.79 0.10
H 6.12 9.03 10.21 0.30
C 5.84 11.49 9.02 -0.63
H 7.34 4.52 6.76 0.20
N 16.53 6.32 5.81 0.51
H 13.29 5.27 8.92 0.23
O 11.86 9.95 7.48 -0.63
C 10.25 7.94 13.94 -0.42
H 13.50 10.17 6.37 0.12
H 9.70 7.11 11.93 0.22
C 6.17 7.64 7.07 -0.05
Ca 10.71 9.10 9.48 1.85
C 5.24 5.92 5.43 -0.60
H 5.84 6.84 8.96 0.19
C 14.74 7.83 6.40 -0.07
C 9.91 11.51 11.37 0.81
H 4.64 6.78 5.12 0.22
C 5.96 7.78 8.42 -0.22
C 13.75 5.99 8.26 -0.31
O 12.41 7.76 9.29 -0.84
C 15.34 6.54 6.55 -0.08
H 9.67 11.00 13.52 0.21
H 5.76 10.97 6.40 0.19
C 8.92 9.21 12.41 -0.34
O 11.14 8.63 11.84 -0.62
H 10.90 7.09 14.18 0.20
H 7.23 6.54 5.74 0.19
H 5.74 5.51 4.54 0.20
C 6.77 5.26 7.37 -0.61
O 6.84 8.99 11.47 -0.70
H 4.96 11.97 8.68 0.20
O 16.81 7.23 4.95 -0.44
H 6.17 8.70 5.23 0.18
C 9.82 10.46 12.59 -0.36
H 4.53 5.21 5.88 0.20
O 8.56 8.73 10.04 -0.87
C 5.90 10.02 6.94 -0.25
C 12.93 9.53 7.02 0.45


72
Properties=species:S:1:pos:R:3:lowdin_charge:R:1 method="wB97M-V/def2-TZVPD" spin_multiplicity=1 homo_ev=-12.938 total_energy_ev=-180288.8904 total_charge=+2 de_lowest_ev=0.725 orbital_gap_ev=6.21
C 1.25 -0.49 5.32 -0.20
Zr 0.36 -0.13 0.51 1.09
H -0.92 -1.96 5.13 0.09
H 3.85 -0.07 -0.82 0.13
H -1.85 -3.22 2.59 0.10
C -2.72 3.40 1.46 -0.03
C -0.68 2.06 -1.69 -0.77
H -3.15 0.98 4.29 0.12
Cl -0.39 -2.14 -3.28 0.58
C 2.44 -3.63 -0.86 -0.35
N -0.94 1.97 0.54 -0.06
C 1.79 1.84 4.79 -0.22
H -2.59 -1.38 -3.56 0.04
H -4.80 1.20 3.99 0.18
C -4.07 2.70 -2.01 -0.04
H -2.66 5.76 -2.37 0.13
H -4.52 -0.95 3.27 0.11
C -1.72 -1.02 -3.02 -0.94
H -0.82 -3.61 4.85 0.17
C -1.56 2.65 1.65 -0.24
C -2.63 4.13 3.76 -0.07
N 2.20 -1.21 -0.52 -0.10
Cl -2.17 -0.95 -1.29 0.54
S 1.42 -1.50 2.50 0.64
H -6.41 4.69 -0.60 0.11
N 1.77 -4.76 -0.75 -0.19
C -5.48 4.40 -1.07 -0.08
C 1.76 0.12 3.05 -1.04
C -3.38 5.01 -2.07 -0.01
N 0.86 -1.32 6.03 0.18
N 0.43 -2.63 -0.18 -0.35
H -3.17 3.45 0.48 0.08
H 0.02 -2.48 3.91 0.01
H -3.03 4.72 4.57 0.12
C -5.23 3.06 -1.36 -0.08
H -0.98 3.36 4.91 0.11
H -3.64 1.86 2.99 0.11
H -2.93 -2.89 3.96 0.11
C -0.96 2.62 2.90 -0.05
C -2.02 -2.58 3.45 -0.16
H 4.42 -4.29 -1.50 0.14
N -1.01 2.52 -2.87 0.06
C 1.69 -2.47 -0.53 -0.57
C 1.66 0.48 4.37 -0.35
C 4.28 -2.17 -1.23 0.01
O -1.61 -0.06 4.18 -0.30
Se 0.14 -4.39 -0.24 1.19
C -3.83 -0.24 2.80 -0.14
N -0.88 -2.69 4.40 0.09
H -5.97 2.31 -1.11 0.11
N -3.89 1.04 3.56 0.15
H -0.05 2.06 3.05 0.04
N 1.82 2.94 5.14 0.21
S 0.72 0.98 -1.66 0.61
S 2.06 1.25 1.75 0.63
C -3.15 3.68 -2.36 -0.25
H 5.31 -1.97 -1.50 0.13
P -2.08 -0.79 2.98 0.49
C -3.25 4.14 2.51 -0.07
C 3.45 -1.07 -0.85 -0.06
C 3.81 -3.45 -1.23 0.06
C -1.49 3.36 3.95 -0.05
H -4.13 4.74 2.34 0.12
H -3.88 1.66 -2.27 0.10
H -1.41 -0.03 -3.33 -0.01
H -4.76 6.42 -1.23 0.12
O -1.43 -0.61 1.61 -0.55
C -4.56 5.37 -1.43 -0.06
N -1.26 2.50 -0.55 0.05
H -2.03 3.54 -4.13 0.16
N -2.00 3.31 -3.15 0.06
H -4.12 -0.09 1.76 0.11


72
Properties=species:S:1:pos:R:3:lowdin_charge:R:1 method="wB97M-V/def2-TZVPD" spin_multiplicity=1 homo_ev=-11.265 total_energy_ev=-97223.1524 total_charge=+1 de_lowest_ev=2.199 orbital_gap_ev=6.30
H -0.29 2.12 -4.16 0.07
O -3.07 -0.38 -0.65 0.05
C 0.82 -0.98 4.97 -0.04
H 2.69 -1.99 2.69 0.10
H 1.66 -3.79 -0.65 0.12
C -1.15 3.92 -3.28 -0.17
O -0.10 0.32 1.00 -0.27
C 0.38 -2.78 -6.06 -0.65
C 2.80 -1.78 0.54 -0.17
H 2.99 -4.25 2.81 0.17
H 0.91 -1.70 1.24 0.04
H -3.81 4.20 -0.14 0.08
H 3.04 -0.72 0.59 0.13
Cl 0.49 -3.48 -7.63 0.74
Cl -2.42 -1.06 -3.84 0.81
N -1.39 0.96 -1.27 -0.05
C 0.74 -0.05 5.99 0.10
C 0.19 -1.69 -3.52 -0.36
O -3.95 3.48 -2.89 0.15
N -3.58 1.63 -1.65 0.23
H -1.83 4.71 -3.58 0.12
O 1.80 -3.01 4.41 0.02
N 0.19 2.20 6.80 -0.36
C 1.41 -4.14 1.48 -0.08
H 0.02 -3.58 -0.02 0.13
C -2.79 4.13 0.24 -0.07
C -0.97 2.93 -4.43 -0.06
O 0.40 2.18 -1.50 0.07
C -0.84 2.15 -1.58 -0.44
N 1.35 -1.96 0.32 -0.19
H -2.67 4.88 1.01 0.09
C -1.77 4.36 -0.87 -0.14
C 1.50 -2.74 -5.25 -0.11
O 0.51 1.83 7.91 0.09
H -0.76 4.42 -0.45 0.13
H 0.82 -3.73 2.30 0.11
O -0.74 2.28 1.82 0.16
C 1.39 -2.19 -3.98 -0.56
H 2.45 -3.13 -5.59 0.12
C -3.16 2.82 -2.26 -0.39
C -2.73 0.68 -1.15 -0.59
H 1.07 -0.31 6.98 0.14
Cl 2.82 -2.10 -2.99 0.76
H -0.19 4.38 -3.02 0.13
C -1.72 3.29 -2.01 -0.29
H 4.30 -2.35 2.02 0.14
C -0.92 -1.71 -4.36 -0.57
H 3.34 -2.20 -0.31 0.08
H 3.47 -4.41 1.23 0.18
O 0.27 -1.59 2.74 -0.06
C -0.36 1.18 2.09 -0.39
N 1.46 -2.26 5.32 -0.32
H -1.69 -2.26 -6.27 0.12
C -0.82 -2.25 -5.62 -0.11
H -0.39 2.60 4.24 0.14
O 0.11 -1.17 -2.26 -0.34
C 3.23 -2.43 1.85 -0.08
H -0.54 3.44 -5.30 0.08
O 1.72 -2.47 6.48 0.11
O -0.20 3.31 6.52 0.09
H -4.57 1.42 -1.68 0.18
Mo -0.06 -0.39 -0.65 1.89
C -0.08 1.58 4.44 0.09
C 0.35 -0.71 3.64 -0.28
N 2.85 -3.89 1.86 0.08
C 0.27 1.21 5.72 -0.12
C -0.02 0.66 3.41 -0.04
H -1.92 2.50 -4.73 0.08
H -1.98 5.31 -1.36 0.13
C 1.08 -3.41 0.19 -0.16
H -2.66 3.16 0.72 0.06
H 1.26 -5.21 1.41 0.14


56
Properties=species:S:1:pos:R:3:mulliken_spin:R:1 method="wB97M-V/def2-TZVPD" spin_multiplicity=2 homo_ev="-7.732 / -7.693" total_energy_ev=-71050.2234 de_lowest_ev=0.990 orbital_gap_ev="7.93 / 7.81"
H -2.09 -1.12 3.55 0.00
C 0.05 2.29 -3.83 0.01
C 3.03 2.31 -0.83 0.00
H -2.97 2.29 -1.43 0.00
Co 0.04 -0.73 -0.27 0.94
H 3.62 0.28 3.74 0.00
C -0.07 1.28 -2.86 -0.01
H -1.77 2.55 2.54 0.00
H 2.14 0.53 4.66 0.00
H 2.29 -0.87 3.62 0.00
H 1.54 -3.93 -1.65 0.00
H -3.77 -2.85 4.09 0.00
H 3.76 0.98 1.41 0.00
H -0.75 4.09 -4.66 0.00
H 0.39 2.83 -0.45 0.00
C -1.60 -3.22 0.94 -0.01
C 1.95 0.96 2.56 0.00
C -2.12 2.31 -2.10 -0.01
O -0.54 -1.15 1.51 0.02
C -0.76 -3.46 -0.21 0.02
C -1.43 -2.08 1.75 0.02
H 2.65 -1.81 -1.37 0.00
O -1.33 0.37 -1.04 0.02
C 2.17 1.94 0.34 0.00
H 1.52 0.11 -3.76 0.00
C 2.53 0.19 3.71 0.00
C 0.94 -3.03 -1.82 0.00
C -1.43 2.35 1.52 -0.01
H -1.64 3.22 0.91 0.00
H 4.08 2.08 -0.65 0.00
H 0.02 1.13 3.45 0.00
C 0.62 1.36 2.58 0.00
C 2.71 1.26 1.43 0.00
H -2.71 4.08 -3.11 0.00
H -2.03 1.52 1.12 0.00
C -2.23 -1.99 2.91 0.00
C -3.16 -2.96 3.20 0.00
C 0.03 2.00 1.50 0.01
H -2.65 -5.06 0.61 0.00
C -0.86 3.31 -3.92 0.00
H 0.90 2.26 -4.51 0.00
H 0.27 -3.22 -2.66 0.00
C -1.16 1.27 -1.95 0.01
C 0.89 0.21 -2.87 0.00
H -0.92 -4.40 -0.74 0.00
C 0.82 2.29 0.39 0.01
H -4.08 -4.84 2.62 0.00
N 0.17 -2.68 -0.62 -0.02
H 2.27 -1.90 -3.10 0.00
H 2.73 1.79 -1.74 0.00
C 1.84 -1.85 -2.10 0.00
C -2.55 -4.20 1.26 0.01
C -1.96 3.29 -3.04 0.00
N 1.01 -0.66 -1.93 -0.03
C -3.34 -4.08 2.38 0.00
H 2.96 3.38 -1.05 0.00